Record 1
ORCA calculation (ωB97M-V/def2-TZVPD) on one molecule with the formula C6H3F3O3S2.

Geometry as XYZ:
```
17
Properties=species:S:1:pos:R:3:mulliken_spin:R:1
H 1.736 2.757 2.418 0.000
C -0.499 -1.193 -0.810 0.670
C -0.719 -0.155 0.243 0.674
C -2.740 -1.832 0.509 0.010
O 0.719 1.286 1.488 0.006
O -3.681 -2.460 0.888 0.120
F 0.046 -1.783 -2.998 0.016
F 1.411 -2.466 -1.450 0.023
C 0.129 1.123 0.301 0.080
C 0.559 -1.442 -1.781 0.044
S -2.242 -0.290 1.111 0.106
H 2.532 1.948 1.158 0.001
S -1.633 -2.530 -0.748 0.189
H 1.176 3.154 0.807 -0.001
F 1.326 -0.394 -1.970 0.005
C 1.596 2.417 1.493 0.003
O 0.283 1.862 -0.661 0.053
```

Values from the calculation:
E_HOMO (spin up / spin down)	-7.20 / -11.03	eV
frontier orbital gap (spin up / spin down)	7.41 / 7.98	eV
E_LUMO (spin up / spin down)	0.21 / -3.05	eV
multiplicity	3

Record 2
ORCA calculation (ωB97M-V/def2-TZVPD) on one molecule with the formula C6H3F6N3.

Geometry as XYZ:
```
18
Properties=species:S:1:pos:R:3:nbo_charge:R:1
F -2.259 -0.801 -1.016 -0.302
C 0.333 1.109 0.871 0.562
H -0.244 -1.990 1.083 0.286
C -0.039 -1.109 0.439 -0.162
H 2.414 1.127 -0.082 0.259
F 0.546 0.328 -2.390 -0.275
N -0.150 0.002 1.460 -0.233
C 1.508 0.624 0.217 -0.301
F -0.610 -1.814 -1.793 -0.309
C -0.890 -0.831 -0.903 0.631
C -0.369 0.505 -1.489 0.527
F -0.129 2.762 -1.606 -0.224
F -1.198 -1.430 2.694 -0.252
N -0.938 1.699 -1.285 -0.074
C 1.389 -0.761 0.081 -0.223
N -1.247 -0.167 2.163 0.112
H 2.141 -1.464 0.299 0.232
F -0.257 2.212 1.257 -0.253
```

Values from the calculation:
relative energy (zero: lowest compared OMol25 entry of this formula, charge and spin)	722.7	kJ/mol
E_HOMO (spin up / spin down)	-8.30 / -9.15	eV
frontier orbital gap (spin up / spin down)	7.51 / 8.14	eV
E_LUMO (spin up / spin down)	-0.79 / -1.02	eV
multiplicity	1

Record 3
ORCA calculation (ωB97M-V/def2-TZVPD) on one molecule with the formula C6H3N.

Geometry as XYZ:
```
10
Properties=species:S:1:pos:R:3:nbo_charge:R:1
C 3.477 1.155 0.202 -0.391
H -0.236 0.569 -0.916 0.236
C 4.500 0.443 -0.015 0.191
C 1.396 -0.041 0.060 0.052
N 2.175 -1.114 -0.117 -0.546
C 2.171 1.012 0.196 0.253
C 3.016 -1.921 -0.297 0.358
C -0.069 0.054 -0.004 -0.637
H -0.556 0.687 0.806 0.243
H -0.528 -0.874 -0.171 0.241
```

Values from the calculation:
relative energy (zero: lowest compared OMol25 entry of this formula, charge and spin)	389.0	kJ/mol
E_HOMO	-9.41	eV
frontier orbital gap	6.86	eV
E_LUMO	-2.54	eV
multiplicity	1

Record 4
ORCA calculation (ωB97M-V/def2-TZVPD) on C6H3N2O4S as an isolated structure.

Geometry as XYZ:
```
16
Properties=species:S:1:pos:R:3:nbo_charge:R:1
O 5.247 -2.010 -1.341 -0.917
C 2.574 0.254 -0.198 0.224
N 0.298 0.556 -0.228 -0.553
O 5.578 -1.839 1.097 -0.914
C 1.912 2.490 0.300 0.338
H -0.221 -1.421 -0.345 0.191
C 1.909 -1.036 -0.246 -0.399
O 4.443 2.963 0.339 -0.501
O 1.508 3.636 0.560 -0.664
C 0.597 -0.786 -0.419 0.023
H -0.601 0.935 -0.471 0.400
N 3.822 0.519 -0.067 -0.672
C 1.443 1.241 -0.021 -0.140
H 2.387 -2.036 -0.308 0.230
S 4.680 -1.539 -0.056 1.670
C 3.474 2.280 0.208 0.685
```

Values from the calculation:
relative energy (zero: lowest compared OMol25 entry of this formula, charge and spin)	0.0	kJ/mol
E_HOMO	-3.70	eV
charge	-1
frontier orbital gap	6.88	eV
E_LUMO	3.18	eV
multiplicity	1

Record 5
ORCA calculation (ωB97M-V/def2-TZVPD) on one molecule with the formula C6H3NO.

Geometry as XYZ:
```
11
Properties=species:S:1:pos:R:3:nbo_charge:R:1
O 2.926 -0.884 -0.025 -0.481
C -0.613 -0.424 -0.003 -0.150
C -1.820 -1.249 -0.037 0.258
N -2.881 -1.676 -0.013 -0.251
C -0.912 2.248 -0.012 -0.142
H 0.823 -2.024 0.048 0.244
H -1.049 3.291 -0.015 0.244
C 0.593 -0.963 0.051 -0.192
H 1.862 0.888 0.038 0.140
C 1.903 -0.231 -0.036 0.384
C -0.831 1.026 0.003 -0.053
```

Values from the calculation:
relative energy (zero: lowest compared OMol25 entry of this formula, charge and spin)	165.2	kJ/mol
SMILES	C#C/C(C#N)=C\C=O
E_HOMO	-10.48	eV
frontier orbital gap	9.18	eV
E_LUMO	-1.31	eV
multiplicity	1

Record 6
ORCA calculation (ωB97M-V/def2-TZVPD) on one molecule with the formula C6H3NO.

Geometry as XYZ:
```
11
Properties=species:S:1:pos:R:3:nbo_charge:R:1
C 0.455 0.484 -1.792 -0.292
H 1.729 -1.182 -1.027 0.232
C -0.669 1.147 -0.854 0.633
O -0.836 2.555 -0.893 -0.531
H 0.842 -2.419 3.894 0.322
N -1.115 0.034 0.283 -0.377
C 0.923 -0.432 -1.023 -0.167
H 0.755 1.116 -2.597 0.265
C 0.757 -1.971 2.687 -0.140
C 0.348 -1.608 1.421 -0.106
C 0.048 -0.653 0.376 0.163
```

Values from the calculation:
relative energy (zero: lowest compared OMol25 entry of this formula, charge and spin)	639.8	kJ/mol
SMILES	C#CC1=NC(=O)C=C1
E_HOMO	-10.11	eV
frontier orbital gap	8.50	eV
E_LUMO	-1.61	eV
multiplicity	1

The records above give, respectively, DFT total energy values of -1552.020881; -993.532270; -284.869491; -1039.067080; -360.308551; -360.127785 Ha.
The records above give, respectively, strongest force on any atom values of 4.20; 4.41; 3.59; 4.04; 3.33; 10.42 eV/A.